Formula: C48H40Cl2FN2O16
Source: OMol25
Level of theory: the ωB97M-V functional and the def2-TZVPD basis

Properties
* E_LUMO: -0.4 eV
* charge: -1
* orbital gap: 4.119 eV

Each atom is followed by the atoms it is bonded to, with distances in Å.
Positions of all 109 atoms, in Å:
1 C -0.4263 -5.1111 8.3869  C39 1.337, H58 1.083, C106 1.476
2 C -3.8695 -3.0355 -5.8880  C37 1.476, O89 1.223, C98 1.476
3 H -3.9911 -0.5060 -0.7721  C12 1.187
4 H 10.0058 1.9710 0.3555  C69 1.083
5 C -5.1313 -1.2976 -3.9838  C11 1.476, O17 1.223, C65 1.476
6 O 4.4201 11.1046 -3.7206  C75 1.223
7 O -3.8116 3.7240 -1.2479  C90 1.223
8 C -2.4586 -4.0369 9.4269  C35 1.337, H51 1.083, C106 1.476
9 H 3.5025 2.0573 -1.2501  C16 1.170
10 C 2.5982 -5.6355 -0.7862  H27 1.167, C34 1.629, H102 1.190, H104 1.194
11 C -5.8681 -2.4141 -4.6083  C5 1.476, H20 1.083, C98 1.337
12 C -3.0898 -0.4845 0.0002  H3 1.187, H43 1.171, H92 1.170, C107 1.674
13 H -3.1942 -0.2873 -3.9085  C65 1.083
14 O 7.5310 1.7025 1.0908  C73 1.223
15 Cl 3.7899 -1.0086 -0.0215  C44 1.903
16 C 3.0041 1.9704 -0.1948  H9 1.170, C22 1.675, H31 1.188, H48 1.187
17 O -5.6690 -0.5558 -3.1732  C5 1.223
18 C 3.7082 8.2229 -1.7586  H59 1.083, C60 1.476, C101 1.337
19 C 0.7175 -0.9085 -3.2699  N79 1.372, O86 1.363
20 H -6.9020 -2.5387 -4.3094  C11 1.083
21 O 2.1684 -2.4052 2.3221  C67 1.505
22 C 1.7341 0.8781 -0.1749  C16 1.675, C44 1.484, Cl84 1.830
23 C -1.6825 4.5928 -1.7622  H77 1.083, C88 1.337, C90 1.476
24 H -5.8066 -4.0458 -5.9633  C98 1.083
25 H -4.2211 -4.7364 5.3954  C103 1.083
26 C -1.6245 6.6122 -3.1539  C41 1.476, O54 1.223, C88 1.476
27 H 1.6609 -6.3280 -0.7285  C10 1.167
28 C 0.8290 -1.7838 -0.0420  N38 1.460, C44 1.629, C67 1.663, C91 1.644
29 C -3.9736 -2.9966 4.2056  H40 1.083, C97 1.476, C103 1.337
30 C 7.3319 -0.1558 -0.3442  H57 1.083, C73 1.476, C85 1.337
31 H 3.7943 1.7403 0.6623  C16 1.188
32 H 7.3934 -1.7875 -1.6993  C85 1.083
33 H 3.2306 -3.4959 -1.2362  C34 1.192
34 C 2.4493 -4.2804 -1.6773  C10 1.629, H33 1.192, H87 1.195, C93 1.654
35 C -2.5745 -3.2292 8.3683  C8 1.337, C61 1.476, H95 1.083
36 H -6.5704 -1.1315 2.8109  C70 1.083
37 C -3.1328 -1.9190 -5.2636  C2 1.476, C65 1.337, H108 1.083
38 N 0.7244 -2.2635 -1.4169  C28 1.460, N79 1.415, C93 1.470
39 C -0.5422 -4.3034 7.3283  C1 1.337, C61 1.476, H96 1.083
40 H -2.8911 -2.9769 4.2372  C29 1.083
41 C -3.0996 6.6058 -3.2099  C26 1.476, H52 1.083, C62 1.337
42 H 1.8249 11.0318 -3.7747  C50 1.083
43 H -2.8421 0.6453 0.1833  C12 1.171
44 C 1.9340 -0.5875 -0.0584  Cl15 1.903, C22 1.484, C28 1.629
45 O -2.3292 -2.4968 -1.2793  H49 1.006, C107 1.470
46 H -1.4362 -0.4710 -1.5639  C107 1.169
47 C 10.0672 0.3393 -0.9996  C55 1.476, H63 1.083, C69 1.337
48 H 2.5574 3.0361 0.0789  C16 1.187
49 H -2.4468 -3.1715 -0.5430  O45 1.006
50 C 2.2910 10.2358 -3.2064  H42 1.083, C75 1.476, C80 1.337
51 H -3.1469 -3.9958 10.2622  C8 1.083
52 H -3.5657 7.4017 -3.7783  C41 1.083
53 C -6.1623 -3.9469 4.7711  O66 1.223, C83 1.476, C103 1.476
54 O -0.9705 7.4745 -3.7241  C26 1.223
55 C 9.3305 -0.7772 -1.6240  C47 1.476, C85 1.476, O100 1.223
56 O -1.7315 -2.5662 6.2702  C61 1.223
57 H 6.2980 -0.2805 -0.0454  C30 1.083
58 H 0.3620 -5.8501 8.4659  C1 1.083
59 H 4.1743 7.4269 -1.1903  C18 1.083
60 C 2.2330 8.2165 -1.8146  C18 1.476, O78 1.223, C80 1.476
61 C -1.6250 -3.3036 7.2404  C35 1.476, C39 1.476, O56 1.223
62 C -3.8132 5.6619 -2.5884  C41 1.337, H76 1.083, C90 1.476
63 H 11.1011 0.4639 -1.2985  C47 1.083
64 H 5.5043 9.1865 -2.3485  C101 1.083
65 C -3.7204 -1.1104 -4.3764  C5 1.476, H13 1.083, C37 1.337
66 O -6.8163 -4.8092 5.3413  C53 1.223
67 C 1.3075 -2.8268 1.1623  O21 1.505, C28 1.663, O72 1.344
68 F -0.1493 -4.6397 -1.3516  C93 1.513
69 C 9.4796 1.1479 -0.1124  H4 1.083, C47 1.337, C73 1.476
70 C -6.1043 -1.9275 3.3793  H36 1.083, C83 1.337, C97 1.476
71 H 0.4949 9.2723 -2.6165  C80 1.083
72 O 0.8292 -4.0684 1.3526  C67 1.344
73 C 8.0687 0.9607 0.2802  O14 1.223, C30 1.476, C69 1.476
74 H 0.7385 -3.6829 -2.9919  C93 1.201
75 C 3.7661 10.2422 -3.1504  O6 1.223, C50 1.476, C101 1.476
76 H -4.8957 5.6422 -2.6200  C62 1.083
77 H -1.2164 3.7968 -1.1938  C23 1.083
78 O 1.5791 7.3541 -1.2444  C60 1.223
79 N 1.5084 -1.5200 -2.3303  C19 1.372, N38 1.415
80 C 1.5774 9.2920 -2.5849  C50 1.337, C60 1.476, H71 1.083
81 H -1.1468 -2.3678 1.0916  C91 1.196
82 O -1.2693 -5.7741 10.4850  C106 1.223
83 C -6.8179 -2.8714 4.0008  C53 1.476, C70 1.337, H109 1.083
84 Cl 0.0703 1.6153 -0.3690  C22 1.830
85 C 7.9196 -0.9644 -1.2315  C30 1.337, H32 1.083, C55 1.476
86 O -0.2515 -0.7130 -4.2078  C19 1.363
87 H 2.8875 -4.5455 -2.7567  C34 1.195
88 C -0.9689 5.5367 -2.3836  C23 1.337, C26 1.476, H99 1.083
89 O -3.3318 -3.7773 -6.6987  C2 1.223
90 C -3.1576 4.5864 -1.8181  O7 1.223, C23 1.476, C62 1.476
91 C -0.6906 -1.4434 0.4859  C28 1.644, H81 1.196, H94 1.193, C107 1.673
92 H -3.4094 -1.0823 0.9539  C12 1.170
93 C 0.9182 -3.6684 -1.8042  C34 1.654, N38 1.470, F68 1.513, H74 1.201
94 H -0.7349 -0.5462 1.2712  C91 1.193
95 H -3.3628 -2.4902 8.2892  C35 1.083
96 H 0.1461 -4.3444 6.4929  C39 1.083
97 C -4.6292 -1.9211 3.4353  C29 1.476, C70 1.476, O105 1.223
98 C -5.2804 -3.2227 -5.4955  C2 1.476, C11 1.337, H24 1.083
99 H 0.1136 5.5564 -2.3520  C88 1.083
100 O 9.8682 -1.5190 -2.4346  C55 1.223
101 C 4.4217 9.1668 -2.3801  C18 1.337, H64 1.083, C75 1.476
102 H 3.5205 -6.2921 -1.1514  C10 1.190
103 C -4.6871 -3.9405 4.8270  H25 1.083, C29 1.337, C53 1.476
104 H 2.8998 -5.2839 0.3144  C10 1.194
105 O -3.9752 -1.0587 2.8651  C97 1.223
106 C -1.3758 -5.0367 9.5148  C1 1.476, C8 1.476, O82 1.223
107 C -1.7953 -1.2322 -0.7531  C12 1.674, O45 1.470, H46 1.169, C91 1.673
108 H -2.0989 -1.7943 -5.5625  C37 1.083
109 H -7.9004 -2.8911 3.9692  C83 1.083

Atom charges from the Mulliken analysis, given in e for atoms 1 to 99:
1. C -0.345
2. C 0.300
3. H 0.160
4. H 0.409
5. C 0.398
6. O -0.566
7. O -0.541
8. C -0.345
9. H 0.241
10. C -0.903
11. C -0.418
12. C -0.384
13. H 0.351
14. O -0.550
15. Cl -0.289
16. C -1.024
17. O -0.579
18. C -0.354
19. C 0.623
20. H 0.413
21. O -0.792
22. C -0.067
23. C -0.052
24. H 0.404
25. H 0.497
26. C 0.452
27. H 0.221
28. C 1.495
29. C -0.392
30. C -0.075
31. H 0.308
32. H 0.471
33. H -0.112
34. C -0.090
35. C -0.226
36. H 0.443
37. C -0.284
38. N 0.952
39. C -0.439
40. H 0.587
41. C -0.414
42. H 0.409
43. H 0.180
44. C -0.222
45. O -0.402
46. H -0.008
47. C -0.392
48. H 0.293
49. H 0.396
50. C -0.394
51. H 0.399
52. H 0.412
53. C 0.283
54. O -0.581
55. C 0.352
56. O -0.551
57. H 0.387
58. H 0.404
59. H 0.439
60. C 0.465
61. C 0.331
62. C -0.398
63. H 0.395
64. H 0.397
65. C -0.115
66. O -0.586
67. C 0.086
68. F -0.390
69. C -0.378
70. C -0.388
71. H 0.329
72. O -0.654
73. C 0.284
74. H 0.272
75. C 0.365
76. H 0.408
77. H 0.372
78. O -0.543
79. N -0.766
80. C -0.175
81. H 0.385
82. O -0.571
83. C -0.382
84. Cl -0.139
85. C -0.199
86. O -0.527
87. H 0.389
88. C -0.284
89. O -0.577
90. C 0.332
91. C -1.291
92. H -0.149
93. C -0.060
94. H 0.241
95. H 0.435
96. H 0.537
97. C 0.384
98. C -0.381
99. H 0.415